277
Properties=species:S:1:pos:R:3 method="wB97M-V/def2-TZVPD" lumo_energy_ev=0.57 orbital_gap_ev=8.784 max_force_ev_per_a=5.4 total_energy_ev=-135705.000
C 3.190 -1.013 3.722
O 2.797 -1.371 2.371
C 3.785 -1.296 1.429
C 3.105 -1.597 0.093
N 2.383 -2.816 -0.014
C 2.913 -3.981 0.763
C 3.998 -4.778 0.070
O 4.481 -5.708 1.012
C 5.069 -6.918 0.457
H 4.158 -1.287 4.020
H 2.446 -1.524 4.347
H 3.195 0.035 3.780
H 4.706 -1.992 1.565
H 4.216 -0.296 1.387
H 3.815 -1.527 -0.687
H 2.352 -0.801 -0.057
H 1.422 -2.642 0.204
H 2.130 -4.685 0.965
H 3.393 -3.788 1.745
H 4.830 -4.113 -0.276
H 3.599 -5.395 -0.718
H 6.169 -6.781 0.282
H 4.634 -7.166 -0.500
H 4.869 -7.679 1.146
C -2.531 0.184 -5.434
O -1.190 -0.280 -5.470
C -1.195 -1.690 -5.716
C -1.441 -2.213 -7.167
N -0.417 -1.701 -8.041
C -0.737 -0.384 -8.573
C 0.354 0.593 -8.214
O 0.011 1.946 -8.573
C 1.110 2.838 -8.315
H -2.479 1.260 -5.475
H -2.950 -0.151 -4.537
H -3.107 -0.215 -6.303
H -1.873 -2.200 -5.061
H -0.179 -1.946 -5.376
H -2.462 -1.935 -7.402
H -1.412 -3.285 -7.182
H -0.306 -2.305 -8.832
H -1.706 0.028 -8.331
H -0.755 -0.382 -9.726
H 1.358 0.333 -8.647
H 0.517 0.539 -7.125
H 1.517 2.758 -7.402
H 0.677 3.833 -8.511
H 1.877 2.588 -9.086
C 2.328 -1.416 -3.600
O 3.100 -2.256 -4.435
C 4.149 -2.907 -3.673
C 4.721 -4.019 -4.597
N 3.773 -5.036 -4.945
C 4.324 -5.859 -6.047
C 3.508 -7.097 -6.346
O 2.143 -6.793 -6.510
C 1.854 -6.247 -7.759
H 2.967 -0.648 -3.225
H 1.832 -1.877 -2.691
H 1.516 -0.979 -4.177
H 3.831 -3.439 -2.761
H 4.981 -2.265 -3.435
H 5.691 -4.426 -4.286
H 4.960 -3.425 -5.561
H 2.971 -4.613 -5.350
H 5.354 -6.297 -5.789
H 4.531 -5.240 -6.964
H 3.577 -7.824 -5.542
H 3.928 -7.500 -7.229
H 0.995 -5.638 -7.547
H 1.555 -7.045 -8.409
H 2.566 -5.485 -8.280
C 2.659 9.950 1.595
O 2.446 8.585 1.334
C 3.100 8.186 0.161
C 2.373 6.958 -0.462
N 1.031 7.174 -0.812
C 0.312 6.074 -1.364
C -1.188 6.426 -1.120
O -1.283 6.607 0.276
C -2.641 6.636 0.795
H 3.778 10.161 1.667
H 2.289 10.249 2.604
H 2.248 10.653 0.805
H 4.125 7.918 0.381
H 3.116 9.028 -0.534
H 2.388 6.129 0.268
H 2.953 6.593 -1.298
H 0.538 7.582 -0.019
H 0.471 5.141 -0.872
H 0.535 5.949 -2.436
H -1.825 5.539 -1.452
H -1.614 7.273 -1.642
H -3.254 7.481 0.483
H -2.570 6.586 1.851
H -3.156 5.779 0.486
C 5.039 0.328 6.963
O 3.703 0.159 6.674
C 3.096 -0.637 7.728
C 1.716 -0.987 7.229
N 0.912 0.229 7.374
C -0.495 0.051 7.072
C -0.821 -0.324 5.706
O -0.348 0.763 4.926
C -0.217 0.376 3.517
H 5.188 0.483 8.028
H 5.375 1.170 6.385
H 5.620 -0.603 6.751
H 2.912 -0.047 8.579
H 3.749 -1.473 8.018
H 1.285 -1.803 7.766
H 1.794 -1.362 6.193
H 1.294 1.007 6.922
H -0.984 0.977 7.361
H -0.854 -0.775 7.729
H -1.849 -0.458 5.476
H -0.302 -1.300 5.406
H 0.161 1.264 3.074
H -1.217 0.180 3.194
H 0.423 -0.449 3.292
C -6.227 3.437 0.436
O -5.935 4.412 -0.514
C -5.337 3.952 -1.660
C -5.164 5.069 -2.656
N -4.217 4.624 -3.709
C -4.048 5.749 -4.634
C -3.065 5.484 -5.727
O -3.650 4.457 -6.569
C -2.798 3.827 -7.439
H -6.870 2.632 0.044
H -6.868 3.904 1.162
H -5.395 2.979 0.950
H -5.950 3.167 -2.113
H -4.396 3.472 -1.394
H -4.746 5.905 -2.090
H -6.143 5.486 -3.021
H -4.776 3.912 -4.190
H -3.636 6.628 -4.059
H -5.024 6.076 -5.002
H -2.179 4.952 -5.278
H -2.771 6.323 -6.313
H -1.811 3.758 -7.027
H -2.634 4.448 -8.295
H -3.215 2.807 -7.636
C -0.824 -4.847 -1.150
O -1.275 -5.420 0.094
C -0.498 -6.552 0.429
C -1.068 -7.269 1.616
N -2.291 -7.908 1.308
C -3.128 -8.426 2.370
C -2.441 -9.533 3.173
O -1.932 -10.559 2.301
C -2.781 -11.669 2.029
H 0.285 -4.710 -1.171
H -1.255 -3.886 -1.135
H -1.136 -5.465 -2.054
H 0.467 -6.232 0.733
H -0.384 -7.219 -0.413
H -1.234 -6.597 2.444
H -0.172 -7.925 1.978
H -2.147 -8.760 0.761
H -4.040 -8.905 1.911
H -3.450 -7.548 3.015
H -3.219 -9.933 3.956
H -1.569 -9.096 3.764
H -3.143 -12.096 2.932
H -2.154 -12.304 1.350
H -3.651 -11.177 1.566
C -3.956 1.778 4.250
O -4.059 0.465 3.725
C -4.425 0.386 2.384
C -4.726 -1.060 1.946
N -3.631 -1.971 1.900
C -3.863 -3.279 1.332
C -4.300 -4.296 2.413
O -5.535 -3.836 2.954
C -5.931 -4.441 4.112
H -3.244 2.428 3.681
H -3.476 1.662 5.204
H -4.900 2.345 4.344
H -3.605 0.764 1.819
H -5.416 0.986 2.230
H -5.206 -1.030 0.937
H -5.547 -1.438 2.713
H -3.146 -2.036 2.794
H -2.922 -3.638 0.871
H -4.597 -3.212 0.527
H -3.565 -4.410 3.240
H -4.435 -5.248 1.859
H -5.566 -3.904 5.021
H -5.615 -5.455 4.266
H -6.994 -4.401 4.246
C 2.012 5.545 -4.774
C 2.123 4.115 -4.291
C 0.804 3.347 -4.439
O 0.017 3.629 -3.277
C -1.185 2.919 -3.365
N 3.229 3.509 -4.976
H 1.787 5.468 -5.781
H 2.949 6.100 -4.578
H 1.197 5.998 -4.260
H 2.299 4.116 -3.184
H 0.902 2.269 -4.488
H 0.256 3.729 -5.323
H -1.008 1.868 -3.449
H -1.738 3.315 -4.193
H -1.688 3.122 -2.437
H 3.205 3.497 -5.982
H 3.658 2.643 -4.603
C 3.173 3.258 3.816
C 3.667 3.154 2.430
C 2.529 2.596 1.512
O 3.107 2.332 0.197
C 2.087 2.400 -0.771
N 4.271 4.424 2.031
H 2.572 4.196 3.924
H 4.019 3.290 4.603
H 2.447 2.451 4.020
H 4.467 2.430 2.325
H 1.696 3.305 1.371
H 2.057 1.663 1.875
H 2.500 1.917 -1.659
H 1.769 3.440 -0.954
H 1.235 1.803 -0.410
H 4.753 4.401 1.094
H 3.682 5.298 2.114
C -1.078 -1.360 -2.022
C -0.590 -0.583 -0.780
C -1.551 0.601 -0.552
O -1.040 1.432 0.459
C -1.566 2.746 0.543
N -0.373 -1.520 0.350
H -2.133 -1.621 -1.944
H -0.495 -2.289 -2.245
H -0.925 -0.647 -2.818
H 0.399 -0.134 -0.995
H -2.572 0.261 -0.242
H -1.628 1.173 -1.518
H -2.650 2.649 0.845
H -1.666 3.268 -0.385
H -0.986 3.256 1.342
H 0.344 -1.124 0.889
H -1.143 -1.649 0.966
C -1.617 4.714 4.008
C -0.631 5.896 4.007
C 0.422 5.961 5.122
O -0.069 6.493 6.355
C 0.131 7.899 6.370
N 0.169 5.749 2.771
H -1.952 4.756 2.926
H -2.456 4.890 4.621
H -1.228 3.773 4.335
H -1.246 6.842 3.972
H 1.288 6.546 4.857
H 0.760 4.986 5.374
H -0.465 8.374 5.518
H 1.212 8.114 6.213
H -0.297 8.238 7.302
H 0.921 6.446 2.735
H -0.383 5.963 1.963
C 0.917 -6.501 5.292
C 1.376 -5.084 5.462
C 0.097 -4.268 5.587
O -0.863 -4.339 4.564
C -0.438 -3.940 3.258
N 2.241 -4.927 6.563
H 0.260 -6.532 4.430
H 0.362 -6.847 6.206
H 1.691 -7.242 5.055
H 1.918 -4.757 4.562
H 0.445 -3.273 5.861
H -0.456 -4.613 6.451
H -1.247 -4.261 2.627
H 0.527 -4.386 3.038
H -0.337 -2.845 3.228
H 1.828 -5.002 7.461
H 2.980 -5.595 6.542